DFT (wB97M-V/def2-TZVPD) results for a 4-piece molecular cluster, C27H60N4O15P3 overall at a distorted geometry.

Strongest force on any atom ... 0.083 hartree/bohr
Electronic energy ... -3435.97179 hartree

ORCA input file:
```
! RIJCOSX wB97M-V def2-TZVPD def2/J DEFGRID3
* xyz 1 1
C 1.344 -4.049 2.900
O 2.668 -4.480 3.047
C 3.620 -3.468 2.815
C 3.699 -3.004 1.357
C 5.127 -2.990 0.847
C 6.013 -1.914 1.457
C 5.616 -0.474 1.155
C 6.067 -0.033 -0.244
C 6.389 1.458 -0.397
C 5.326 2.301 -1.087
C 4.063 2.569 -0.247
C 2.820 1.914 -0.824
C 1.525 2.284 -0.072
C 1.057 1.218 0.923
C -0.431 1.182 1.340
P -1.296 2.856 1.443
P -0.246 4.011 2.966
O -1.208 5.047 3.397
O 0.197 3.034 4.141
O 1.121 4.562 2.370
O -0.394 0.604 2.633
C -1.646 0.382 3.242
C -2.859 0.315 2.315
N -2.599 -0.108 0.871
C -2.921 -1.576 0.811
C -2.380 -2.334 -0.396
C -3.079 -3.672 -0.453
O -3.012 -4.479 0.498
O -3.848 -3.874 -1.572
P -4.033 0.789 -0.035
C -4.365 -0.229 -1.513
O -3.310 2.064 -0.725
C -1.163 0.170 0.449
C -1.010 0.378 -1.063
C 0.116 -0.439 -1.733
C -0.298 -1.039 -3.080
O -0.613 -2.427 -3.018
H 0.699 -4.709 3.468
H 1.214 -3.029 3.280
H 1.032 -4.056 1.857
H 4.570 -3.895 3.123
H 3.416 -2.616 3.469
H 3.127 -3.700 0.747
H 3.240 -2.021 1.261
H 5.582 -3.959 1.043
H 5.127 -2.862 -0.237
H 7.023 -2.061 1.082
H 6.060 -2.053 2.538
H 4.540 -0.321 1.241
H 6.102 0.164 1.889
H 5.307 -0.288 -0.981
H 6.962 -0.598 -0.490
H 7.278 1.517 -1.023
H 6.665 1.897 0.561
H 5.035 1.774 -1.994
H 5.779 3.236 -1.397
H 3.924 3.644 -0.167
H 4.232 2.181 0.758
H 2.723 2.209 -1.867
H 2.989 0.836 -0.820
H 1.762 3.177 0.497
H 0.766 2.546 -0.800
H 1.383 0.222 0.632
H 1.561 1.410 1.868
H -0.901 3.558 0.300
H -0.412 3.207 4.868
H 1.852 4.431 2.983
H -1.854 1.189 3.943
H -1.565 -0.521 3.844
H -3.341 1.284 2.292
H -3.592 -0.359 2.736
H -4.001 -1.678 0.895
H -2.501 -2.025 1.703
H -2.430 -1.801 -1.332
H -1.334 -2.571 -0.226
H -3.357 -4.376 -2.229
H -5.288 0.216 -1.885
H -4.594 -1.255 -1.252
H -3.623 -0.151 -2.304
H -3.436 2.077 -1.680
H -0.605 -0.732 0.692
H -1.931 0.102 -1.560
H -0.882 1.435 -1.268
H 0.463 -1.230 -1.075
H 0.935 0.242 -1.937
H 0.490 -0.884 -3.815
H -1.176 -0.529 -3.465
H 0.123 -2.864 -2.589
C -8.094 -0.836 2.731
N -7.009 0.030 3.268
O -6.928 0.172 4.461
O -6.261 0.550 2.458
H -8.667 -1.218 3.566
H -8.703 -0.221 2.076
H -7.625 -1.639 2.170
C -6.722 -1.341 -4.851
N -7.379 -0.787 -3.634
O -7.658 0.390 -3.627
O -7.573 -1.554 -2.719
H -6.611 -0.541 -5.571
H -5.761 -1.743 -4.546
H -7.361 -2.132 -5.231
C 2.586 4.330 -5.054
N 3.577 3.865 -4.044
O 4.119 2.798 -4.229
O 3.774 4.596 -3.100
H 2.517 3.582 -5.834
H 1.639 4.464 -4.540
H 2.943 5.278 -5.443
*
```

Atom charges from the Mulliken analysis, given in e for atoms 1 to 99: atom 1 (C): -0.639, atom 2 (O): -0.490, atom 3 (C): -0.629, atom 4 (C): 0.766, atom 5 (C): -1.212, atom 6 (C): -1.001, atom 7 (C): 0.208, atom 8 (C): -0.347, atom 9 (C): -1.527, atom 10 (C): -0.878, atom 11 (C): -0.682, atom 12 (C): -0.739, atom 13 (C): -0.351, atom 14 (C): -0.507, atom 15 (C): 2.315, atom 16 (P): -0.279, atom 17 (P): 0.941, atom 18 (O): -0.693, atom 19 (O): -0.484, atom 20 (O): -0.476, atom 21 (O): -0.392, atom 22 (C): -0.983, atom 23 (C): -0.918, atom 24 (N): 0.841, atom 25 (C): -1.562, atom 26 (C): 0.564, atom 27 (C): -0.256, atom 28 (O): -0.538, atom 29 (O): -0.432, atom 30 (P): 0.299, atom 31 (C): -0.925, atom 32 (O): -0.502, atom 33 (C): -2.296, atom 34 (C): -0.380, atom 35 (C): -0.008, atom 36 (C): -0.979, atom 37 (O): -0.526, atom 38 (H): 0.348, atom 39 (H): 0.232, atom 40 (H): 0.209, atom 41 (H): 0.344, atom 42 (H): 0.394, atom 43 (H): 0.461, atom 44 (H): -0.632, atom 45 (H): 0.465, atom 46 (H): 0.389, atom 47 (H): 0.409, atom 48 (H): 0.312, atom 49 (H): -0.536, atom 50 (H): 0.570, atom 51 (H): 0.091, atom 52 (H): 0.740, atom 53 (H): 0.398, atom 54 (H): 0.456, atom 55 (H): 0.369, atom 56 (H): 0.421, atom 57 (H): 0.473, atom 58 (H): 0.470, atom 59 (H): 0.167, atom 60 (H): 0.074, atom 61 (H): 0.539, atom 62 (H): 0.320, atom 63 (H): -0.369, atom 64 (H): 0.886, atom 65 (H): 0.067, atom 66 (H): 0.325, atom 67 (H): 0.321, atom 68 (H): 0.208, atom 69 (H): 0.570, atom 70 (H): 0.739, atom 71 (H): 0.536, atom 72 (H): 0.682, atom 73 (H): 0.669, atom 74 (H): 0.394, atom 75 (H): 0.134, atom 76 (H): 0.355, atom 77 (H): 0.376, atom 78 (H): 0.303, atom 79 (H): 0.318, atom 80 (H): 0.356, atom 81 (H): 0.864, atom 82 (H): -0.546, atom 83 (H): 0.851, atom 84 (H): 0.461, atom 85 (H): -0.362, atom 86 (H): 0.352, atom 87 (H): 0.331, atom 88 (H): 0.388, atom 89 (C): -0.727, atom 90 (N): 0.822, atom 91 (O): -0.508, atom 92 (O): -0.486, atom 93 (H): 0.313, atom 94 (H): 0.304, atom 95 (H): 0.266, atom 96 (C): -0.695, atom 97 (N): 0.880, atom 98 (O): -0.523, atom 99 (O): -0.503

***

DFT (wB97M-V/def2-TZVPD) results for C36H49AsF3N3OsSi3 as an isolated structure.

Relative energy (zero: lowest compared OMol25 entry of this formula, charge and spin) ... 25.8 kJ/mol
Strongest force on any atom ... 0.017 hartree/bohr
Electronic energy ... -5059.40715 hartree

ORCA input file:
```
! RIJCOSX wB97M-V def2-TZVPD def2/J DEFGRID3
* xyz 2 1
Os -0.429 -0.201 0.242
C -2.031 -0.686 2.776
N -1.292 0.395 2.076
C -1.287 1.511 2.730
C -0.650 2.775 2.467
C -0.844 3.888 3.273
C -0.054 4.936 2.771
C 0.610 4.436 1.676
N 0.257 3.130 1.485
C -1.107 -1.853 3.033
C -0.054 -1.726 3.917
C 0.849 -2.764 4.069
C 0.785 -3.960 3.319
C -0.269 -4.148 2.491
C -1.337 -3.144 2.336
H -2.852 -1.012 2.143
H -2.439 -0.322 3.722
H -1.863 1.557 3.652
H -1.500 3.922 4.128
H 0.022 5.937 3.160
H 1.310 4.920 1.012
H 0.068 -0.816 4.490
H 1.649 -2.653 4.793
H 1.551 -4.713 3.434
H -0.376 -5.073 1.938
H -2.226 -3.597 2.832
F -7.184 -6.039 -0.303
C -6.412 -5.585 -1.305
F -6.062 -6.649 -2.048
F -7.169 -4.785 -2.069
C -5.197 -4.871 -0.773
C -4.212 -5.611 -0.133
C -3.108 -4.971 0.402
C -2.969 -3.586 0.301
C -3.963 -2.859 -0.354
C -5.072 -3.496 -0.888
C -1.826 -2.876 0.907
C -1.279 -1.761 0.435
H -4.312 -6.685 -0.051
H -2.345 -5.569 0.886
H -3.863 -1.783 -0.437
H -5.849 -2.922 -1.373
C 2.171 -3.279 -4.750
C 1.567 -2.445 -3.664
C 0.189 -2.338 -3.503
C -0.337 -1.596 -2.466
N 0.426 -0.942 -1.570
C 1.752 -1.007 -1.753
C 2.352 -1.728 -2.763
H 1.568 -4.165 -4.943
H 3.182 -3.592 -4.495
H 2.221 -2.710 -5.681
H -0.488 -2.848 -4.175
H -1.405 -1.516 -2.321
H 2.345 -0.469 -1.026
H 3.432 -1.744 -2.840
C 1.897 2.320 -3.270
Si 2.706 2.742 -1.661
C 4.256 1.732 -1.524
C 3.092 4.542 -1.464
As 0.891 1.931 0.164
Si -0.961 3.001 -1.375
C -1.385 1.797 -2.719
C -2.380 3.107 -0.196
C -0.406 4.680 -1.935
Si 2.892 1.546 1.709
C 2.053 1.386 3.350
C 3.639 -0.089 1.247
C 4.024 3.022 1.685
H 2.729 2.330 -3.983
H 1.163 3.052 -3.595
H 1.453 1.327 -3.298
H 4.823 2.091 -2.392
H 4.112 0.662 -1.649
H 4.858 1.906 -0.641
H 3.793 4.749 -2.282
H 3.600 4.783 -0.534
H 2.243 5.207 -1.586
H -1.676 0.856 -2.251
H -0.617 1.598 -3.459
H -2.255 2.206 -3.245
H -2.573 2.141 0.271
H -3.247 3.377 -0.811
H -2.261 3.865 0.578
H 0.000 4.681 -2.945
H 0.309 5.148 -1.264
H -1.301 5.309 -1.929
H 1.248 0.655 3.291
H 1.655 2.326 3.729
H 2.811 1.022 4.051
H 2.846 -0.840 1.197
H 4.336 -0.370 2.044
H 4.200 -0.107 0.318
H 3.518 3.940 1.396
H 4.898 2.890 1.053
H 4.378 3.168 2.710
*
```

Mulliken analysis output, partial charges in e: atom 1 (Os): 0.420, atom 2 (C): -1.443, atom 3 (N): 0.198, atom 4 (C): -0.146, atom 5 (C): -1.040, atom 6 (C): -0.535, atom 7 (C): -1.480, atom 8 (C): -0.953, atom 9 (N): 2.534, atom 10 (C): 0.373, atom 11 (C): -0.525, atom 12 (C): -0.631, atom 13 (C): -1.133, atom 14 (C): -0.556, atom 15 (C): 1.526, atom 16 (H): 0.019, atom 17 (H): 0.912, atom 18 (H): 0.364, atom 19 (H): 0.616, atom 20 (H): 0.549, atom 21 (H): 0.405, atom 22 (H): 0.671, atom 23 (H): 0.469, atom 24 (H): 0.503, atom 25 (H): 0.422, atom 26 (H): 0.647, atom 27 (F): -0.246, atom 28 (C): 0.839, atom 29 (F): -0.254, atom 30 (F): -0.274, atom 31 (C): 0.231, atom 32 (C): -1.257, atom 33 (C): -0.274, atom 34 (C): 0.461, atom 35 (C): -0.366, atom 36 (C): -1.010, atom 37 (C): 0.206, atom 38 (C): -0.411, atom 39 (H): 0.425, atom 40 (H): 0.332, atom 41 (H): 0.476, atom 42 (H): 0.469, atom 43 (C): -1.553, atom 44 (C): 0.912, atom 45 (C): -0.992, atom 46 (C): -0.155, atom 47 (N): 0.089, atom 48 (C): 0.063, atom 49 (C): -0.935, atom 50 (H): 0.415, atom 51 (H): 0.391, atom 52 (H): 0.302, atom 53 (H): 0.489, atom 54 (H): 0.573, atom 55 (H): -0.361, atom 56 (H): 0.468, atom 57 (C): -0.836, atom 58 (Si): 0.706, atom 59 (C): -0.998, atom 60 (C): -1.211, atom 61 (As): -0.615, atom 62 (Si): 0.146, atom 63 (C): -0.587, atom 64 (C): -0.892, atom 65 (C): -1.044, atom 66 (Si): 0.252, atom 67 (C): -0.553, atom 68 (C): -1.020, atom 69 (C): -1.047, atom 70 (H): 0.541, atom 71 (H): 0.305, atom 72 (H): 0.022, atom 73 (H): 0.552, atom 74 (H): 0.065, atom 75 (H): 0.267, atom 76 (H): 0.455, atom 77 (H): 0.383, atom 78 (H): 0.399, atom 79 (H): -0.166, atom 80 (H): 0.371, atom 81 (H): 0.571, atom 82 (H): 0.113, atom 83 (H): 0.525, atom 84 (H): 0.249, atom 85 (H): 0.364, atom 86 (H): 0.258, atom 87 (H): 0.485, atom 88 (H): -0.438, atom 89 (H): 0.293, atom 90 (H): 0.619, atom 91 (H): 0.181, atom 92 (H): 0.518, atom 93 (H): 0.389, atom 94 (H): 0.226, atom 95 (H): 0.405, atom 96 (H): 0.508